{"formula": "C25H44Cl3F9N4O10", "method": "ωB97M-V/def2-TZVPD", "spin_multiplicity": 2, "total_charge": 1, "lumo_ev": [-4.1519, -8.8967], "energy_ha": -4229.3795, "fmax_ev_per_a": 4.19, "orbital_gap_ev": [7.394, 2.649], "s_squared": 0.755, "symbols": ["C", "O", "N", "C", "C", "H", "H", "H", "H", "H", "H", "H", "C", "O", "N", "C", "C", "H", "H", "H", "H", "H", "H", "H", "C", "O", "N", "C", "C", "H", "H", "H", "H", "H", "H", "H", "C", "O", "N", "C", "C", "H", "H", "H", "H", "H", "H", "H", "C", "C", "O", "C", "O", "C", "F", "F", "F", "H", "H", "H", "H", "H", "C", "C", "O", "C", "O", "C", "F", "F", "F", "H", "H", "H", "H", "H", "C", "C", "O", "C", "O", "C", "F", "F", "F", "H", "H", "H", "H", "H", "C", "Cl", "Cl", "Cl", "H"], "positions_angstrom": [[-3.4535, 1.5599, 1.7854], [-3.2993, 1.1167, 2.9077], [-2.8392, 2.6931, 1.3856], [-2.9188, 3.2442, 0.0733], [-2.0375, 3.3683, 2.3845], [-3.9812, 1.0646, 0.9556], [-3.5620, 2.7224, -0.6353], [-1.8741, 3.1539, -0.2240], [-3.2247, 4.2844, 0.1860], [-1.8506, 2.7469, 3.2603], [-1.1110, 3.7813, 1.9856], [-2.6017, 4.2278, 2.7465], [-2.2917, 2.8002, -4.1065], [-1.9238, 3.8034, -4.6707], [-3.6284, 2.5981, -3.8161], [-4.2200, 1.2955, -3.4004], [-4.6272, 3.7099, -3.9752], [-1.6337, 1.9664, -3.8164], [-5.0818, 1.0505, -4.0212], [-4.7380, 1.3105, -2.4414], [-3.6544, 0.3709, -3.5163], [-5.5407, 3.4316, -4.5007], [-4.9008, 4.0920, -2.9917], [-4.0683, 4.4749, -4.5142], [-3.5933, -4.2925, -1.8944], [-2.9069, -5.3389, -1.9460], [-3.9414, -3.7276, -0.7798], [-3.2870, -4.0903, 0.5103], [-4.5538, -2.4089, -0.6698], [-3.9853, -3.8199, -2.8083], [-3.9635, -4.1070, 1.3648], [-2.3899, -3.4777, 0.6001], [-2.8622, -5.0860, 0.3826], [-3.6958, -1.7402, -0.7384], [-5.1707, -2.2101, -1.5462], [-5.0480, -2.2394, 0.2868], [-1.6489, -1.6538, 2.1052], [-1.0941, -1.6498, 1.0137], [-1.2361, -2.4138, 3.1505], [-1.8184, -2.4102, 4.5058], [-0.0370, -3.2544, 3.0463], [-2.4163, -0.9558, 2.4741], [-2.0584, -3.4083, 4.8722], [-2.6912, -1.7575, 4.5208], [-1.0820, -2.0219, 5.2094], [0.4301, -3.3266, 2.0641], [0.8332, -2.9872, 3.6459], [-0.3137, -4.2646, 3.3480], [0.3925, 1.2815, 2.4987], [0.6768, 0.2264, 3.6524], [1.7568, 0.6329, 4.4293], [1.9648, 0.2759, 5.6737], [1.2987, -0.5249, 6.2622], [3.0631, 1.1121, 6.3867], [3.8878, 1.6909, 5.4826], [2.6016, 2.0945, 7.1688], [3.8769, 0.3389, 7.0937], [0.4341, 2.3096, 2.8584], [-0.5466, 1.1077, 1.9733], [1.2261, 1.1703, 1.8053], [1.0586, -0.7366, 3.3132], [-0.2775, 0.0314, 4.1415], [4.0249, -0.6351, -0.7607], [3.2930, -1.5181, 0.2967], [4.0373, -2.7560, 0.3712], [4.1581, -3.3939, 1.5392], [3.5528, -3.2041, 2.5946], [5.2137, -4.5144, 1.4779], [5.8106, -4.5144, 0.3314], [6.1598, -4.3788, 2.4151], [4.5165, -5.7438, 1.6599], [4.2518, -1.1324, -1.7037], [4.9853, -0.1800, -0.5186], [3.4478, 0.2033, -1.1508], [2.2426, -1.7279, 0.0945], [3.2556, -0.8512, 1.1580], [3.2828, 3.5131, -3.7624], [3.0922, 2.0225, -3.9862], [4.1330, 1.3786, -4.6041], [4.4379, 1.4443, -5.8583], [3.7560, 2.0093, -6.7175], [5.7512, 0.6518, -6.1657], [5.5547, -0.3455, -7.2279], [6.4765, 1.6400, -6.6233], [6.3608, 0.1354, -5.1475], [4.2638, 3.8048, -3.3872], [2.4787, 3.9402, -3.1632], [3.2195, 3.9848, -4.7430], [2.1598, 1.8803, -4.5326], [2.8122, 1.5924, -3.0246], [-0.0429, 0.6524, -0.9785], [0.7499, 0.0717, -2.3887], [-1.8350, 0.5472, -1.1905], [0.5208, 2.2943, -0.5990], [0.0573, -0.1072, -0.2032]]}

=====

{"formula": "C25H44I2NO5PSSbV", "method": "ωB97M-V/def2-TZVPD", "spin_multiplicity": 3, "total_charge": 2, "lumo_ev": [-5.8016, -5.4176], "energy_ha": -3928.5925, "e_above_lowest_kcal_mol": 82.0, "fmax_ev_per_a": 5.38, "orbital_gap_ev": [7.128, 7.486], "s_squared": 2.031, "symbols": ["V", "I", "C", "C", "C", "I", "C", "C", "C", "C", "N", "C", "C", "O", "H", "H", "H", "H", "C", "C", "C", "Sb", "C", "C", "C", "C", "C", "C", "H", "H", "H", "H", "H", "H", "H", "H", "H", "H", "H", "H", "H", "H", "H", "H", "H", "H", "H", "H", "H", "C", "O", "P", "O", "C", "O", "C", "H", "H", "H", "H", "H", "H", "H", "H", "H", "C", "C", "S", "O", "C", "C", "H", "H", "H", "H", "H", "H", "H", "H", "H", "H"], "positions_angstrom": [[-0.2534, 0.1956, 0.3546], [0.0923, 1.1407, -3.1985], [-0.1217, -0.9487, -3.1884], [-0.1269, -1.7011, -4.3553], [-0.3513, -3.0576, -4.2897], [-0.3335, -4.1399, -6.1006], [-0.6284, -3.6933, -3.0502], [-0.9660, -5.0560, -2.9167], [-1.2639, -5.5575, -1.6768], [-1.2015, -4.7017, -0.5664], [-0.8970, -3.4260, -0.6370], [-0.6082, -2.9173, -1.8543], [-0.3033, -1.5203, -1.9368], [-0.2444, -0.7719, -0.8779], [0.0425, -1.2128, -5.3013], [-0.9924, -5.6847, -3.7945], [-1.5429, -6.5915, -1.5481], [-1.4053, -5.0982, 0.4199], [-4.4509, -3.0632, 2.7045], [-3.5874, -2.9017, 1.4725], [-4.4046, -2.8174, 0.2010], [-2.1964, -1.1493, 1.5902], [-3.4365, 0.6895, 1.9255], [-3.5443, 1.3879, 0.5727], [-4.7912, 0.4426, 2.5617], [-0.8524, -1.5268, 3.3310], [0.0002, -2.7291, 2.9461], [-1.4707, -1.6681, 4.7073], [-4.9180, -4.0482, 2.6614], [-5.2490, -2.3275, 2.7471], [-3.8674, -3.0159, 3.6213], [-2.8809, -3.7291, 1.4104], [-5.1147, -1.9919, 0.2360], [-4.9810, -3.7347, 0.0855], [-3.7628, -2.7081, -0.6747], [-2.8370, 1.3005, 2.6098], [-4.1042, 0.7746, -0.1365], [-2.5454, 1.5859, 0.1427], [-4.0703, 2.3383, 0.6677], [-5.4349, -0.1454, 1.9096], [-5.2839, 1.3972, 2.7452], [-4.6792, -0.0658, 3.5183], [-0.2211, -0.6314, 3.3187], [-0.5942, -3.6421, 2.9690], [0.8213, -2.8511, 3.6525], [0.4217, -2.6067, 1.9390], [-2.0300, -2.5954, 4.8017], [-2.1232, -0.8286, 4.9468], [-0.6726, -1.6947, 5.4492], [0.5419, 3.9047, -0.6863], [0.9018, 2.6557, -0.1018], [2.5198, 2.3893, 0.1784], [2.1676, 0.8462, 0.6515], [3.2553, -0.0028, 1.0146], [3.0184, 2.0509, -1.3164], [3.9850, 2.7949, -2.0556], [1.2060, 4.1601, -1.5133], [0.5766, 4.7072, 0.0533], [-0.4731, 3.8099, -1.0726], [2.8275, -0.8704, 1.5226], [3.9440, 0.5132, 1.6883], [3.8039, -0.3298, 0.1270], [3.5087, 3.1517, -2.9693], [4.8086, 2.1274, -2.3153], [4.3764, 3.6384, -1.4872], [1.7257, 1.1705, 4.4979], [1.1048, 2.3325, 3.7472], [-0.5534, 1.8894, 3.1112], [-0.2833, 1.1855, 1.7860], [-1.0858, 3.5499, 2.5669], [-1.9201, 4.1879, 3.6594], [2.6871, 1.4706, 4.9094], [1.8900, 0.3215, 3.8365], [1.0911, 0.8616, 5.3256], [1.7067, 2.6335, 2.8887], [0.9472, 3.1789, 4.4136], [-1.6624, 3.3957, 1.6552], [-0.1958, 4.1276, 2.3312], [-2.8173, 3.6063, 3.8622], [-2.2246, 5.1875, 3.3595], [-1.3490, 4.2833, 4.5790]]}

=====

Looking at M for the records above, in order, we have 837.99; 928.18 Da.